1.
ORCA calculation (ωB97M-V/def2-TZVPD) on one molecule with the formula C6H13NO4.

XYZ file:
```
24
C6H13NO4 ωB97M-V/def2-TZVPD
C 0.052 0.434 -1.420
C 0.600 -0.996 -1.324
C 1.428 -0.428 0.936
C 0.394 0.536 1.607
C -1.034 0.416 1.022
C -1.211 0.607 -0.535
H 0.569 0.935 -3.158
H 0.792 1.104 -1.026
H -0.127 -1.721 -1.774
H 1.543 -1.077 -1.844
H 1.288 -2.324 0.013
H 2.180 0.204 0.357
H 1.985 -0.936 1.755
H 0.739 1.591 1.501
H -0.342 -0.486 3.012
H -1.708 1.142 1.492
H -0.864 -1.433 1.010
H -1.931 -0.205 -0.795
H -1.733 1.944 -1.748
N 0.740 -1.439 0.082
O -0.271 0.761 -2.759
O 0.246 0.334 2.977
O -1.521 -0.840 1.426
O -1.815 1.874 -0.808
```

SMILES: O[C@@H]1[C@@H](O)[C@@H](O)CNC[C@H]1O
Net charge: 0

2.
ORCA calculation (ωB97M-V/def2-TZVPD) on a 2-piece molecular cluster, C2H8N6 overall.

XYZ file:
```
16
C2H8N6 ωB97M-V/def2-TZVPD
C 0.108 -1.225 0.646
C -0.817 0.290 -1.484
N -0.261 -0.683 1.629
N -1.745 -0.419 -1.432
N 0.247 0.962 -1.625
N 0.838 -2.088 0.044
N -0.997 -0.027 2.432
N 0.864 1.674 -0.590
H -2.743 -0.487 -1.565
H 0.635 1.003 -2.581
H 1.324 -2.810 0.573
H 0.905 -2.147 -0.964
H -0.544 0.686 2.997
H -1.821 -0.473 2.827
H 1.871 1.721 -0.738
H 0.508 2.628 -0.512
```

Net charge: +2

3.
ORCA calculation (ωB97M-V/def2-TZVPD) on one molecule with the formula C2H3N3OS.

XYZ file:
```
10
C2H3N3OS ωB97M-V/def2-TZVPD
C 1.324 0.009 -0.274
C 0.585 1.025 0.224
N 0.474 -1.186 -0.225
N -0.762 0.629 0.615
N -0.797 -0.751 0.462
O -3.198 0.058 -0.323
S -1.816 -0.005 -0.688
H 2.341 0.104 -0.705
H 0.921 1.958 0.517
H 0.928 -1.841 0.398
```

Net charge: 0
Spin multiplicity: 3

Number 1: energy -16111.963 eV. Number 2: energy -11123.017 eV. Number 3: energy -19468.120 eV.